{
  "formula": "C42H82F9N3O4PS2",
  "method": "ωB97M-V with the def2-TZVPD basis set",
  "total_charge": 1,
  "s2": 2.008,
  "total_energy_ha": -4150.85603,
  "spin_multiplicity": 3,
  "elements": ["C", "C", "C", "C", "C", "C", "C", "C", "C", "C", "C", "C", "N", "C", "O", "C", "C", "S", "C", "C", "C", "C", "C", "C", "F", "F", "C", "F", "F", "S", "F", "F", "F", "F", "F", "P", "C", "C", "O", "H", "H", "H", "H", "H", "H", "H", "H", "H", "H", "H", "H", "H", "H", "H", "H", "H", "H", "H", "H", "H", "H", "H", "H", "H", "H", "H", "H", "H", "H", "H", "H", "H", "H", "H", "H", "H", "H", "H", "H", "H", "H", "H", "H", "H", "H", "C", "C", "C", "C", "C", "C", "N", "O", "C", "C", "C", "H", "H", "H", "H", "H", "H", "H", "H", "H", "H", "H", "H", "H", "H", "H", "H", "H", "H", "C", "C", "C", "C", "C", "C", "N", "O", "C", "C", "C", "H", "H", "H", "H", "H", "H", "H", "H", "H", "H", "H", "H", "H", "H", "H", "H", "H", "H"],
  "coordinates": [[-0.422644, 1.161038, 6.084191], [-1.597308, 0.569956, 6.879876], [-2.175481, -0.701977, 6.244648], [-3.045403, -0.417831, 5.023036], [-3.830709, -1.639381, 4.520964], [-3.117410, -2.471028, 3.449538], [-2.542664, -1.651044, 2.273898], [-1.020021, -1.639018, 2.259048], [-0.410896, -0.772189, 1.146530], [0.896424, -0.118429, 1.581207], [1.752926, 0.483995, 0.477299], [2.043136, -0.476253, -0.672432], [1.100434, -0.262424, -1.808991], [1.369447, -1.324417, -2.889737], [0.403666, -2.289550, -2.824389], [-0.691946, -2.199269, -3.740621], [1.189030, 1.146799, -2.374888], [-0.200295, 1.390138, -3.503436], [1.423530, 2.195321, -1.231828], [0.491258, 3.398621, -1.384727], [0.665498, 4.488023, -0.307462], [-0.553972, 4.612979, 0.617468], [-1.895296, 4.740464, -0.133666], [-2.827705, 3.614425, 0.240656], [-3.163739, 3.692058, 1.542271], [-2.215552, 2.411903, 0.058031], [-4.152871, 3.645102, -0.589155], [-3.841732, 3.887309, -1.856914], [-4.856808, 4.665175, -0.134633], [-5.265502, 2.085319, -0.579938], [-4.099883, 1.313705, -1.361857], [-5.906765, 2.515731, -1.961317], [-6.427792, 2.816363, 0.191307], [-4.648000, 1.625496, 0.809357], [-6.118813, 0.764060, -0.612957], [3.299830, 2.584348, -1.280321], [3.696645, 3.024316, 0.451253], [3.433510, 4.128545, -2.255136], [1.065906, 1.641908, 0.020258], [-0.458775, 0.845529, 5.037094], [0.540046, 0.846098, 6.490316], [-0.439446, 2.252759, 6.083543], [-1.285590, 0.364099, 7.904623], [-2.397257, 1.314496, 6.931526], [-2.759836, -1.238684, 6.995387], [-1.322367, -1.331975, 5.960616], [-3.746378, 0.381881, 5.285240], [-2.409395, -0.007885, 4.234093], [-4.825897, -1.346152, 4.176504], [-4.000355, -2.286258, 5.388452], [-3.834241, -3.188030, 3.039699], [-2.326783, -3.071594, 3.908104], [-2.906777, -0.622364, 2.339030], [-2.926106, -2.057478, 1.332805], [-0.650844, -2.665291, 2.182495], [-0.677419, -1.248640, 3.226254], [-0.261661, -1.416255, 0.270136], [-1.146340, -0.010621, 0.866500], [1.511541, -0.856436, 2.108101], [0.682303, 0.678861, 2.299326], [2.722964, 0.747783, 0.913275], [3.044490, -0.333374, -1.077939], [1.920981, -1.508139, -0.338874], [0.141000, -0.448170, -1.509861], [1.430127, -0.824177, -3.857176], [2.332611, -1.771692, -2.641966], [-1.498983, -1.578825, -3.344765], [-0.369615, -1.805306, -4.705655], [-1.070670, -3.209018, -3.892462], [2.065331, 1.139533, -3.027656], [-1.166328, 1.412789, -2.575857], [0.598067, 3.833308, -2.378193], [-0.514436, 2.990729, -1.285531], [1.530558, 4.300022, 0.321241], [0.851501, 5.452125, -0.790710], [-0.419046, 5.497286, 1.243740], [-0.561537, 3.761544, 1.300247], [-2.393152, 5.672289, 0.137475], [-1.743858, 4.724805, -1.210087], [4.372206, 2.275220, 0.863914], [4.178091, 4.001070, 0.508129], [2.803453, 3.046853, 1.074648], [3.406477, 5.039141, -1.656473], [2.649433, 4.162237, -3.014486], [4.385819, 4.080238, -2.784505], [-5.752145, -5.198147, -6.812299], [-4.655672, -4.333629, -6.149018], [-4.869886, -2.847211, -6.457172], [-4.483021, -2.432922, -7.875626], [-3.071240, -2.903470, -8.216174], [-2.880854, -4.405852, -8.008689], [-3.287810, -4.745611, -6.606332], [-2.369202, -4.479722, -5.746679], [-3.684760, -5.197566, -9.048902], [-1.418492, -4.789336, -8.189125], [-4.736772, -4.552807, -4.643351], [-5.347193, -6.139995, -7.177358], [-6.524833, -5.444422, -6.085927], [-6.242330, -4.693742, -7.644002], [-4.281685, -2.255549, -5.747043], [-5.919433, -2.612358, -6.267302], [-5.202176, -2.822004, -8.600357], [-4.533750, -1.345718, -7.956498], [-2.824237, -2.663134, -9.252287], [-2.352826, -2.366367, -7.587408], [-3.616445, -6.268140, -8.854494], [-3.261839, -5.006483, -10.034974], [-4.734516, -4.926802, -9.096235], [-0.762943, -4.217872, -7.536303], [-1.130654, -4.594962, -9.222279], [-1.266339, -5.849010, -7.982906], [-4.514813, -5.588482, -4.385015], [-5.751328, -4.324182, -4.317677], [-4.049735, -3.909609, -4.098182], [8.087039, 0.999795, 4.761039], [6.888729, 1.966130, 4.619958], [6.473993, 2.529351, 5.984198], [5.709211, 1.546574, 6.869229], [4.535258, 0.930250, 6.112772], [4.959974, 0.274279, 4.799306], [5.713494, 1.282810, 3.985491], [4.927979, 2.096713, 3.372124], [5.792969, -0.985687, 5.070043], [3.735578, -0.161764, 4.003123], [7.314198, 3.112313, 3.710791], [8.003061, 0.158512, 4.075130], [9.013937, 1.516525, 4.518251], [8.194514, 0.605480, 5.770705], [5.848583, 3.412507, 5.821546], [7.376783, 2.872986, 6.493290], [6.375128, 0.766729, 7.247308], [5.336031, 2.074929, 7.747512], [4.030858, 0.181231, 6.727247], [3.798939, 1.711074, 5.896848], [6.165234, -1.411460, 4.137361], [5.156396, -1.728726, 5.550563], [6.638990, -0.820017, 5.728603], [3.048537, 0.664674, 3.829760], [3.209147, -0.935076, 4.563179], [4.032129, -0.577421, 3.037024], [7.546345, 2.752043, 2.707563], [8.211008, 3.567202, 4.130138], [6.546951, 3.878527, 3.632765]],
  "forces_ev_per_angstrom": [[-0.043, 0.038, -0.030], [-0.105, 0.107, -0.307], [0.374, 0.168, 0.136], [-0.094, 0.089, 0.134], [0.247, -0.065, 0.282], [-0.189, -0.003, -0.297], [-0.160, -0.232, 0.072], [0.022, 0.280, 0.134], [-0.289, -0.062, -0.020], [0.090, -0.162, -0.013], [0.014, -0.050, 0.241], [-0.098, -0.051, 0.168], [0.463, 0.147, -0.460], [-0.164, -0.328, -0.074], [0.261, -0.071, 0.095], [-0.346, -0.167, -0.251], [-0.286, -0.037, 0.066], [0.031, -0.115, -0.137], [0.186, 0.481, 0.016], [0.323, 0.057, 0.341], [-0.196, 0.109, -0.076], [0.214, 0.201, 0.068], [0.165, 0.061, 0.338], [-0.363, -0.251, -0.152], [0.035, 0.016, 0.282], [0.157, -0.168, -0.081], [0.216, -0.241, 0.404], [0.147, -0.092, -0.716], [-0.500, 0.544, 0.165], [0.242, 0.009, 0.156], [-0.071, -0.064, -0.029], [-0.018, 0.035, 0.013], [-0.001, 0.005, -0.015], [-0.007, -0.085, -0.074], [0.057, 0.089, -0.010], [0.272, -0.688, -0.141], [-0.057, 0.150, 0.132], [-0.025, 0.053, -0.090], [-0.326, -0.210, -0.060], [0.001, 0.012, 0.018], [-0.007, -0.050, -0.040], [0.054, -0.049, 0.068], [-0.008, 0.028, -0.003], [-0.002, -0.039, 0.120], [-0.005, -0.072, -0.056], [-0.173, -0.222, 0.056], [0.011, -0.059, 0.003], [-0.103, 0.065, -0.058], [0.142, 0.091, -0.163], [-0.154, -0.011, -0.089], [0.044, -0.047, 0.162], [0.067, 0.078, 0.001], [-0.013, 0.019, -0.115], [0.100, 0.062, -0.043], [0.075, 0.030, 0.066], [0.013, -0.089, -0.019], [-0.003, 0.001, -0.031], [0.133, 0.068, -0.072], [0.001, 0.023, -0.018], [0.046, -0.061, 0.010], [-0.072, 0.135, -0.018], [-0.033, 0.010, -0.006], [0.067, 0.002, -0.099], [-0.025, 0.156, 0.198], [-0.137, 0.054, 0.041], [-0.039, 0.084, 0.033], [0.081, 0.072, 0.038], [0.059, 0.034, 0.043], [0.070, 0.047, 0.050], [-0.006, -0.017, 0.035], [-0.089, 0.040, 0.095], [-0.093, -0.143, 0.024], [0.026, 0.072, -0.248], [0.038, -0.003, -0.065], [-0.069, -0.066, -0.014], [-0.003, -0.084, 0.001], [-0.106, -0.041, -0.074], [-0.044, -0.028, -0.154], [-0.068, 0.094, -0.036], [0.044, 0.143, 0.052], [0.034, -0.027, -0.016], [0.094, -0.017, 0.064], [-0.131, -0.028, -0.001], [0.058, 0.062, 0.021], [-0.025, 0.111, 0.051], [0.124, -0.067, -0.056], [-0.473, -0.431, 0.021], [0.120, 0.235, -0.042], [-0.002, -0.098, 0.017], [-0.077, 0.237, 0.085], [-0.023, -0.461, -0.429], [0.260, 1.035, 0.210], [-0.062, -0.287, -0.060], [-0.055, -0.020, 0.088], [0.143, 0.066, 0.055], [0.039, 0.036, 0.124], [-0.003, -0.017, 0.039], [-0.006, 0.085, 0.042], [0.041, 0.003, -0.024], [0.048, -0.064, 0.004], [-0.014, 0.006, 0.034], [0.013, -0.043, 0.000], [-0.027, 0.003, -0.017], [-0.001, -0.005, -0.023], [0.013, -0.076, 0.043], [0.017, -0.006, -0.003], [0.061, 0.009, 0.010], [0.005, 0.016, 0.016], [-0.040, -0.011, 0.022], [-0.020, -0.012, -0.032], [-0.014, -0.004, 0.008], [-0.011, -0.014, -0.021], [-0.034, -0.004, -0.005], [0.033, -0.032, -0.037], [-0.108, -0.095, -0.075], [0.602, -0.179, -0.119], [-0.211, 0.086, 0.150], [0.056, -0.043, -0.086], [-0.020, 0.202, 0.165], [0.127, -0.615, -0.107], [-0.634, 0.667, 0.572], [0.196, -0.265, -0.301], [0.057, 0.059, -0.043], [-0.151, 0.100, -0.038], [-0.038, 0.121, -0.059], [0.016, 0.025, -0.031], [-0.018, 0.082, 0.046], [-0.043, -0.021, -0.001], [-0.021, -0.031, -0.073], [0.017, 0.028, -0.005], [0.002, -0.020, -0.037], [0.017, -0.007, 0.023], [0.001, -0.025, 0.012], [0.023, -0.005, -0.086], [-0.010, -0.003, -0.008], [-0.053, 0.011, -0.018], [-0.006, 0.023, 0.001], [0.051, 0.009, 0.008], [0.013, -0.038, 0.020], [0.029, 0.000, 0.002], [0.019, -0.025, 0.008], [0.033, -0.005, 0.012], [-0.027, -0.053, -0.020]]
}